Entry 1:
Molecular formula: C17H21NO3S
Method: DFT, the ωB97M-V functional and the def2-TZVPD basis

The geometry in XYZ format:
```
43
Properties=species:S:1:pos:R:3:forces:R:3
C 4.15462 -1.94204 2.40423 0.025 -0.009 -0.028
C 3.18710 -1.45424 1.37316 0.081 0.041 -0.269
N 1.97433 -1.12435 1.80988 -0.485 0.161 0.145
C 1.07643 -0.69952 0.93906 0.581 -0.108 0.068
C 1.32786 -0.60144 -0.43988 -0.821 0.283 -0.095
C 2.59234 -0.93008 -0.90552 0.166 -0.013 0.095
C 3.53344 -1.35262 0.03797 -0.232 0.037 0.006
H 4.52850 -1.61835 -0.28451 0.109 -0.035 -0.058
C 2.99962 -0.85216 -2.34035 -0.045 0.016 -0.231
H 3.76775 -0.08803 -2.45791 0.061 0.031 -0.013
H 3.42868 -1.80256 -2.65272 0.051 -0.048 -0.016
H 2.15500 -0.61147 -2.97500 0.214 -0.039 -0.087
S -0.11726 -0.13895 -1.42545 0.241 0.006 -0.019
O 0.22257 -0.07834 -2.82477 0.191 0.258 -0.013
O -1.19195 -1.02052 -1.07000 -0.109 0.043 0.245
C -0.51202 1.58276 -0.90744 0.273 -0.893 -0.185
C -1.77337 1.92375 -1.61129 -0.317 0.180 -0.172
C -1.74548 2.44934 -2.89755 -0.001 0.029 0.068
C -2.92492 2.69460 -3.57737 0.000 0.052 -0.081
C -4.14262 2.41086 -2.98249 -0.029 -0.008 -0.024
C -4.17677 1.87659 -1.70525 -0.089 -0.004 0.047
C -2.99875 1.63101 -1.02410 0.056 0.071 -0.005
H -3.02107 1.20154 -0.03407 -0.007 -0.070 0.120
H -5.12447 1.64573 -1.24128 -0.066 -0.018 0.041
H -5.06287 2.60013 -3.51527 -0.069 0.015 -0.039
H -2.89359 3.10296 -4.57676 0.007 0.033 -0.073
H -0.79545 2.65547 -3.36723 0.103 0.009 -0.053
H -0.61483 1.57214 0.17121 0.050 0.033 0.059
H 0.33689 2.17784 -1.23146 0.082 0.066 0.020
O -0.12096 -0.30379 1.36842 -0.054 0.022 0.172
C -0.48999 -0.59592 2.72470 -0.220 -0.115 0.652
C -1.72140 0.25142 3.01552 0.412 -0.121 -0.231
H -1.49717 1.30781 2.88808 -0.012 0.118 0.014
H -2.51795 -0.02400 2.32928 -0.155 -0.021 -0.050
H -2.05520 0.08354 4.03529 -0.038 -0.015 0.094
C -0.77903 -2.08498 2.87515 0.215 0.295 -0.184
H -1.14813 -2.29366 3.87535 -0.040 -0.030 0.110
H 0.12877 -2.65784 2.70591 0.008 -0.097 0.036
H -1.52554 -2.38385 2.14319 -0.123 -0.046 -0.043
H 0.34462 -0.30938 3.37737 -0.198 -0.035 -0.130
H 5.05946 -1.33782 2.39046 0.102 0.004 0.034
H 4.43462 -2.97313 2.19572 0.068 -0.078 0.025
H 3.69817 -1.88847 3.38769 0.014 -0.004 0.047
```
Forces are in eV/Å.

Results
SMILES ... Cc1cc(C)c(S(=O)(=O)Cc2ccccc2)c(OC(C)C)n1
Spin multiplicity ... 1
HOMO-LUMO gap ... 9.683 eV
Calculated total energy ... -36437.6011 eV
Lowest unoccupied orbital energy ... 0.72 eV
Relative energy (zero: lowest compared OMol25 entry of this formula, charge and spin) ... 57.89 kJ/mol

=====

Entry 2:
Molecular formula: C17H21NO4PdSe
Method: DFT, the ωB97M-V functional and the def2-TZVPD basis

The geometry in XYZ format:
```
45
Properties=species:S:1:pos:R:3:forces:R:3
Pd -0.53043 -0.41278 -0.68078 0.318 0.848 0.016
C 3.65583 0.06952 -1.58552 0.111 -0.862 0.204
C 2.20527 0.37363 -1.33177 -0.737 -2.128 1.370
O 1.53011 -0.62623 -0.89876 1.658 2.004 -1.160
C 1.71546 1.70631 -1.49615 -1.686 0.737 0.052
C 2.64799 2.73360 -1.28613 -1.480 1.488 -0.924
C 2.34682 4.07571 -1.51714 1.455 -0.942 -0.134
C 1.09177 4.41710 -1.99410 -0.249 0.704 0.279
C 0.09293 3.49837 -1.99059 -1.460 -0.915 0.161
C 0.32190 2.10385 -1.73352 -0.866 -0.536 -0.913
O -0.73550 1.28675 -1.86513 2.364 1.629 0.275
H 3.76148 -1.01732 -1.75952 -0.107 0.595 -0.085
H 4.27750 0.27940 -0.71669 -0.158 0.126 0.286
H 4.06803 0.64542 -2.39005 0.128 0.183 -0.552
H 3.58695 2.45721 -0.92902 1.534 -0.195 0.378
H 3.13946 4.81650 -1.43045 -0.230 -0.113 0.111
H 0.86048 5.43862 -2.30023 0.133 -0.175 0.263
H -0.96677 3.82959 -2.10021 0.989 -0.522 -0.282
C -3.47707 0.24487 -1.45304 1.036 -2.022 -1.961
O -2.53950 -0.86982 -1.25318 -1.043 0.356 -0.072
C -2.90589 -2.03634 -0.56130 -1.050 -1.024 0.183
C -1.82368 -3.07051 -0.83401 0.601 0.981 0.498
O -0.60979 -2.51223 -0.25190 -0.878 -1.435 0.483
C 0.59570 -3.25216 -0.39238 0.227 -0.697 -0.093
H -4.37520 -0.21601 -1.88345 -0.083 0.526 0.350
H -2.94015 0.84889 -2.19104 -0.382 -0.042 0.136
H -3.57342 0.80316 -0.57847 -0.533 0.716 1.596
H -3.87173 -2.47642 -0.90411 0.431 0.470 -0.167
H -3.03944 -1.90969 0.53105 0.299 0.325 -0.394
H -1.69372 -3.19877 -1.90959 0.050 -0.084 -0.055
H -2.08229 -4.00923 -0.35414 0.094 -0.215 0.085
H 1.12000 -2.88887 -1.28395 0.025 -0.381 0.238
H 0.40230 -4.33557 -0.43230 -0.159 0.304 -0.243
H 1.21815 -3.11161 0.49810 -0.202 0.381 -0.226
Se -0.35348 1.23479 1.22788 0.114 0.648 -0.208
C -0.26265 0.22720 2.80352 0.255 0.669 0.293
C 0.53960 0.59998 3.91358 -0.250 0.206 -0.774
C 0.49057 -0.16302 5.04938 -1.064 -0.976 -0.360
N -0.27351 -1.28317 5.09886 0.404 0.286 1.052
C -1.06181 -1.56893 4.08377 -0.373 -1.185 -0.076
C -1.11454 -0.84492 2.91400 -0.040 0.069 0.527
H 1.13583 1.50669 3.89174 0.000 -0.131 -0.185
H 1.00939 0.12618 5.95788 0.096 -0.199 -0.104
H -1.70617 -2.47717 4.14118 0.540 0.669 0.360
H -1.87678 -1.04254 2.17767 0.169 -0.140 -0.227
```
Forces are in eV/Å.

Results
Spin multiplicity ... 3
HOMO-LUMO gap (alpha / beta) ... 7.293 / 6.423 eV
Calculated total energy ... -96472.4975 eV
Lowest unoccupied orbital energy (alpha / beta) ... 0.10 / -0.63 eV
Relative energy (zero: lowest compared OMol25 entry of this formula, charge and spin) ... 0.00 kJ/mol